1.
Density functional theory data (wB97M-V/def2-TZVPD) for 9 unconnected molecules or ions with the total composition C23H27F7N2O25.

Results
- HOMO-LUMO gap (hartree) = 0.391
- multiplicity = 1
- LUMO (eV) = -0.19
- charge = 0
- max |F| (eV/A) = 1.76
- HOMO level (eV) = -10.834
- E_tot (eV) = -97474.7857

Element x y z (Å)
O 6.887 -0.073 4.892
C 5.743 0.128 4.658
O 4.977 -0.458 3.752
C 3.611 -0.253 4.135
C 3.721 1.119 4.780
F 2.747 1.245 5.743
O 4.991 1.031 5.386
H 2.951 -0.303 3.272
H 3.329 -1.032 4.845
H 3.629 1.947 4.073
O -3.582 3.012 -1.806
C -3.672 1.936 -2.274
O -3.819 1.684 -3.574
C -4.340 0.376 -3.732
C -3.812 -0.310 -2.466
F -2.621 -0.947 -2.703
O -3.646 0.751 -1.566
H -5.433 0.373 -3.700
H -4.033 -0.063 -4.676
H -4.502 -1.097 -2.154
O 6.041 -3.441 -3.153
C 5.381 -2.731 -2.462
O 4.242 -3.066 -1.852
C 3.659 -1.917 -1.214
C 4.906 -1.028 -1.064
F 5.638 -1.235 0.066
O 5.617 -1.404 -2.225
H 2.877 -1.494 -1.835
H 3.228 -2.248 -0.272
H 4.641 0.025 -1.000
O 3.643 1.950 1.228
C 2.902 2.865 1.214
O 1.933 3.123 0.330
C 1.429 4.431 0.583
C 1.665 4.551 2.067
F 0.671 3.943 2.789
O 2.839 3.810 2.213
H 2.087 5.155 0.089
H 0.433 4.553 0.171
H 1.757 5.588 2.386
O -6.569 -2.366 0.430
C -5.482 -2.791 0.232
O -5.223 -3.856 -0.567
C -3.966 -4.421 -0.234
C -3.270 -3.310 0.572
F -2.363 -2.596 -0.165
O -4.339 -2.413 0.845
H -4.153 -5.258 0.444
H -3.454 -4.769 -1.126
H -2.744 -3.741 1.424
O -2.228 3.332 1.327
C -3.043 2.556 1.703
O -2.829 1.229 1.710
C -4.004 0.549 2.104
C -4.797 1.666 2.791
F -4.605 1.759 4.121
O -4.255 2.833 2.198
H -4.441 0.215 1.161
H -3.843 -0.320 2.737
H -5.861 1.619 2.584
O 3.263 0.943 -2.728
C 2.233 1.460 -3.003
O 1.009 1.009 -2.739
C 0.047 1.950 -3.241
C 0.876 3.166 -3.585
F 0.811 4.093 -2.584
O 2.177 2.633 -3.693
H -0.456 1.522 -4.106
H -0.654 2.144 -2.432
H 0.568 3.680 -4.493
C 0.812 -4.357 -1.759
N -0.083 -4.831 -0.667
O 0.030 -4.321 0.424
O -0.866 -5.718 -0.940
H 1.021 -5.200 -2.415
H 1.734 -3.929 -1.394
H 0.202 -3.693 -2.368
C -0.498 0.284 0.409
N 0.660 -0.619 0.278
O 1.562 -0.534 1.085
O 0.611 -1.446 -0.603
H -0.190 1.183 0.930
H -1.197 -0.343 0.955
H -0.920 0.512 -0.564

Forces on the atoms, in the same order (eV/Å):
O -0.1 0.0 -0.4
C 0.4 0.5 1.2
O -0.3 -0.8 -0.7
C 0.0 0.2 -0.5
C -0.7 -1.0 0.4
F 0.4 0.2 -0.1
O -0.1 0.5 -0.3
H 0.3 0.1 -0.1
H -0.1 0.2 0.2
H 0.2 0.1 0.2
O 0.3 0.2 0.5
C 0.0 -0.1 0.1
O -0.3 0.2 -0.8
C 0.0 -0.4 0.5
C -0.5 -0.6 -1.1
F 0.2 0.4 0.1
O -0.2 -0.3 -0.2
H 0.0 0.3 0.0
H 0.3 0.0 0.1
H 0.1 0.4 0.7
O -0.2 0.3 0.3
C 0.0 0.3 -0.5
O -0.7 -0.8 0.0
C 1.0 -0.5 0.9
C -1.5 0.8 -0.4
F 0.1 -0.8 -0.1
O 0.8 0.3 0.7
H 0.2 0.3 -0.1
H 0.1 0.1 0.1
H 0.3 0.0 -0.8
O 0.4 -0.3 -0.2
C -0.7 0.2 0.8
O 0.0 -0.4 -0.9
C 0.3 0.4 -0.4
C -0.6 0.1 -0.4
F 0.1 0.1 0.0
O 0.3 0.2 0.4
H -0.1 0.0 0.0
H -0.2 -0.3 0.4
H 0.3 -0.2 0.4
O 0.2 0.8 -0.2
C -0.2 -1.7 -0.1
O -0.4 0.4 -0.3
C 0.0 0.1 0.6
C -0.3 -0.3 -1.2
F 0.0 -0.1 0.0
O 0.7 0.0 1.0
H 0.1 -0.1 -0.2
H 0.2 0.2 0.1
H -0.3 0.7 0.3
O -0.2 0.3 -0.1
C 1.0 -0.1 -0.1
O 0.7 -0.4 0.3
C -0.5 0.2 -0.2
C -0.3 0.0 -1.2
F 0.2 -0.3 0.4
O -0.7 0.0 0.3
H -0.6 0.0 0.3
H 0.4 0.2 0.1
H -0.1 0.1 0.1
O -0.3 -0.3 0.1
C 0.9 0.1 -0.2
O -0.4 0.0 0.1
C -0.2 -0.4 0.5
C 0.0 -0.3 -0.4
F 0.3 0.1 0.3
O -0.7 0.9 0.0
H 0.0 0.0 0.0
H -0.1 0.2 -0.1
H 0.3 -0.1 -0.1
C -0.3 -0.5 -0.9
N 0.8 0.0 0.1
O -0.1 0.1 0.1
O -0.4 0.0 -0.1
H 0.0 -0.2 0.3
H -0.2 0.2 0.3
H 0.2 0.4 0.3
C -0.1 -0.1 0.1
N 0.3 0.0 -0.3
O 0.0 0.2 0.2
O 0.0 -0.3 -0.4
H -0.1 -0.1 0.2
H -0.2 0.4 0.2
H 0.2 -0.2 -0.1

Löwdin population analysis, charges in e, atoms 1 to 4:
1. O 0.182
2. C -0.559
3. O 0.086
4. C -0.037

2.
Density functional theory data (wB97M-V/def2-TZVPD) for a molecular structure, C31H19AuBrF4NO5P.

Results
- HOMO-LUMO gap (hartree) = 0.238
- multiplicity = 1
- LUMO (eV) = -4.59
- charge = +1
- max |F| (eV/A) = 0.48
- HOMO level (eV) = -11.075
- E_tot (eV) = -138070.0343

Element x y z (Å)
Au 0.098 -1.285 -0.686
O 3.839 -2.532 -0.988
C 2.652 -2.419 -0.921
O 2.039 -1.232 -1.015
C 1.729 -3.601 -0.755
C 2.197 -4.893 -0.707
C 1.271 -5.923 -0.586
C -0.079 -5.625 -0.525
C -0.488 -4.302 -0.571
N 0.416 -3.328 -0.681
H 3.263 -5.064 -0.771
H 1.604 -6.951 -0.545
H -0.823 -6.404 -0.442
H -1.527 -4.002 -0.538
F -3.878 5.140 -0.334
C -2.941 4.223 -0.453
C -1.672 4.457 0.040
F -1.383 5.605 0.629
C -0.697 3.484 -0.103
F 0.522 3.808 0.329
C -0.961 2.245 -0.690
P 0.399 1.042 -0.798
C 1.492 1.307 0.603
C 0.931 1.599 1.848
C 1.750 1.744 2.953
C 3.125 1.602 2.820
C 3.682 1.313 1.583
C 2.871 1.160 0.469
C 1.206 1.395 -2.358
C 2.064 2.491 -2.437
C 2.625 2.831 -3.657
C 2.326 2.089 -4.790
C 1.462 1.004 -4.712
C 0.899 0.654 -3.496
C -2.226 2.071 -1.269
Br -2.626 0.660 -2.430
C -3.202 3.039 -1.128
F -4.401 2.884 -1.670
H -0.139 1.731 1.951
H 1.317 1.981 3.916
H 3.765 1.725 3.684
H 4.753 1.203 1.481
H 3.310 0.916 -0.487
H 2.294 3.077 -1.555
H 3.297 3.677 -3.721
H 2.766 2.357 -5.741
H 1.226 0.430 -5.597
H 0.216 -0.186 -3.444
O -4.873 -1.914 2.346
C -3.690 -1.407 2.680
C -3.578 -0.901 3.982
C -2.387 -0.389 4.432
C -1.268 -0.352 3.595
C -1.379 -0.814 2.305
C -2.576 -1.347 1.806
C -2.717 -1.870 0.434
O -3.692 -2.528 0.086
O -1.825 -1.645 -0.521
H -4.790 -2.287 1.437
H -4.452 -0.947 4.618
H -2.314 -0.023 5.448
H -0.323 0.015 3.970
H -0.499 -0.791 1.676

Forces on the atoms, in the same order (eV/Å):
Au 0.0 0.3 -0.1
O 0.0 -0.1 0.0
C 0.0 0.2 -0.1
O 0.1 -0.2 0.0
C 0.0 -0.1 0.0
C 0.0 0.0 0.0
C 0.0 0.0 0.0
C -0.1 0.0 0.0
C 0.0 0.0 0.0
N 0.2 -0.2 0.1
H 0.0 0.0 0.0
H 0.0 0.0 0.0
H 0.0 0.0 0.0
H 0.0 0.0 0.0
F 0.0 0.0 0.0
C 0.0 0.0 0.0
C 0.0 0.0 0.0
F 0.0 0.0 0.0
C -0.1 0.0 0.1
F 0.0 0.1 -0.1
C 0.1 0.1 0.1
P -0.2 -0.1 0.0
C 0.0 0.1 0.0
C 0.0 -0.1 0.0
C 0.0 0.0 0.0
C 0.0 0.0 0.0
C 0.0 0.0 0.0
C 0.0 0.0 0.0
C 0.1 0.0 0.0
C 0.0 0.0 0.0
C 0.0 0.0 0.0
C 0.0 0.0 0.0
C 0.0 0.0 0.0
C 0.0 0.0 0.0
C 0.0 0.0 -0.1
Br 0.0 -0.2 0.0
C 0.0 0.0 0.0
F 0.0 0.0 0.0
H 0.0 0.0 0.0
H 0.0 0.0 0.0
H 0.0 0.0 0.0
H 0.0 0.0 0.0
H 0.0 0.0 0.0
H 0.0 0.0 0.0
H 0.0 0.0 0.0
H 0.0 0.0 0.0
H 0.0 0.0 0.0
H 0.0 0.0 0.0
O 0.0 -0.2 -0.4
C 0.2 0.1 0.1
C 0.0 0.0 -0.1
C 0.1 0.0 0.0
C 0.0 0.0 0.1
C -0.1 -0.1 0.0
C -0.1 0.1 0.2
C -0.2 -0.1 -0.2
O 0.0 0.2 0.4
O -0.1 0.2 -0.1
H 0.0 0.0 0.1
H 0.0 0.0 0.0
H 0.0 0.0 0.0
H 0.0 0.0 0.0
H 0.0 0.0 0.0

Löwdin population analysis, charges in e, atoms 1 to 4:
1. Au 1.231
2. O 0.156
3. C -0.516
4. O -0.210

3.
Density functional theory data (wB97M-V/def2-TZVPD) for a molecular structure, C46H57BGeN7RuS3.

Results
- HOMO-LUMO gap (spin up / spin down) (hartree) = 0.220 / 0.260
- multiplicity = 2
- LUMO (spin up / spin down) (eV) = 0.56 / 0.54
- charge = 0
- max |F| (eV/A) = 0.91
- HOMO level (spin up / spin down) (eV) = -5.422 / -6.529
- E_tot (eV) = -151341.7868

Element x y z (Å)
Ru -0.433 -0.339 -0.190
C -0.117 4.542 -2.604
C 1.020 3.535 -2.767
C 0.549 2.234 -3.417
C 2.089 4.153 -3.667
N 1.619 3.234 -1.435
C 2.941 3.485 -1.095
C 3.109 3.066 0.170
N 1.910 2.558 0.620
B 1.871 1.921 2.036
N 2.546 0.536 2.089
C 3.188 0.125 3.237
C 3.728 -1.085 3.003
N 3.410 -1.429 1.698
C 2.674 -0.423 1.156
S 2.002 -0.384 -0.427
C 3.837 -2.692 1.022
C 4.686 -3.511 1.993
C 4.689 -2.348 -0.198
C 2.603 -3.508 0.645
N 0.458 1.933 2.669
C -0.005 3.126 3.169
C -1.253 2.928 3.622
N -1.558 1.592 3.413
C -0.511 1.003 2.774
S -0.401 -0.627 2.159
C -2.912 1.084 3.789
C -2.980 -0.433 3.908
C -3.271 1.660 5.165
C -3.882 1.584 2.720
C 1.000 2.665 -0.367
S -0.649 2.167 -0.272
H -0.501 4.807 -3.590
H 0.248 5.450 -2.121
H -0.928 4.130 -2.008
H 0.121 2.459 -4.395
H -0.202 1.740 -2.805
H 1.393 1.554 -3.549
H 1.630 4.357 -4.634
H 2.925 3.473 -3.832
H 2.464 5.098 -3.272
H 3.646 3.918 -1.776
H 3.985 3.071 0.793
H 2.550 2.643 2.731
H 3.207 0.738 4.120
H 4.297 -1.721 3.650
H 5.600 -2.990 2.282
H 4.972 -4.431 1.484
H 4.130 -3.789 2.889
H 5.534 -1.721 0.095
H 4.108 -1.830 -0.958
H 5.079 -3.271 -0.631
H 2.003 -3.717 1.533
H 2.920 -4.458 0.209
H 1.977 -2.979 -0.071
H 0.603 4.012 3.159
H -1.939 3.613 4.079
H -2.233 -0.816 4.603
H -2.837 -0.933 2.960
H -3.972 -0.674 4.295
H -2.483 1.449 5.889
H -4.190 1.188 5.512
H -3.448 2.734 5.147
H -3.596 1.191 1.744
H -3.878 2.674 2.663
H -4.896 1.252 2.950
C -6.884 -0.119 -0.071
C -5.393 -0.239 -0.199
C -4.674 -1.195 0.500
C -3.299 -1.269 0.346
N -2.613 -0.451 -0.455
C -3.307 0.468 -1.139
C -4.676 0.604 -1.042
H -7.276 -0.797 0.686
H -7.369 -0.353 -1.021
H -7.169 0.900 0.197
H -5.172 -1.887 1.168
H -2.707 -2.025 0.846
H -2.732 1.100 -1.804
H -5.177 1.363 -1.630
C -0.430 -2.293 -0.344
Ge -0.443 -3.120 -2.074
C -2.083 -2.634 -3.055
C -3.293 -3.034 -2.482
C -4.513 -2.683 -3.038
C -4.551 -1.911 -4.193
C -3.364 -1.525 -4.793
C -2.144 -1.892 -4.232
C 1.154 -2.550 -3.065
C 2.316 -3.321 -3.000
C 3.509 -2.885 -3.560
C 3.567 -1.656 -4.202
C 2.429 -0.867 -4.265
C 1.242 -1.307 -3.694
C -0.419 -5.073 -1.955
C 0.088 -5.886 -2.969
C 0.080 -7.270 -2.853
C -0.443 -7.869 -1.715
C -0.958 -7.078 -0.698
C -0.942 -5.694 -0.821
H -0.344 -2.972 0.513
H -3.283 -3.632 -1.575
H -5.434 -3.009 -2.571
H -5.502 -1.625 -4.627
H -3.382 -0.942 -5.706
H -1.234 -1.606 -4.744
H 2.297 -4.282 -2.497
H 4.395 -3.504 -3.490
H 4.496 -1.313 -4.640
H 2.466 0.098 -4.757
H 0.383 -0.645 -3.718
H 0.494 -5.438 -3.870
H 0.480 -7.882 -3.652
H -0.448 -8.947 -1.620
H -1.370 -7.537 0.192
H -1.334 -5.085 -0.012

Forces on the atoms, in the same order (eV/Å):
Ru 0.2 -0.5 -0.2
C 0.0 0.0 0.0
C 0.1 0.0 0.0
C 0.0 0.0 0.0
C 0.0 0.0 0.0
N 0.0 0.1 0.0
C 0.0 -0.1 0.0
C 0.0 0.0 0.0
N 0.0 0.0 0.1
B 0.0 0.0 0.0
N 0.1 0.1 0.1
C 0.0 0.0 0.0
C -0.1 0.0 0.0
N 0.1 0.0 0.0
C -0.1 -0.1 -0.1
S -0.1 0.2 0.1
C 0.0 0.0 0.0
C 0.0 0.0 0.0
C 0.0 0.0 0.0
C 0.0 0.0 0.0
N 0.0 0.1 -0.1
C 0.0 0.0 0.0
C 0.1 0.0 0.0
N -0.1 0.0 0.1
C 0.0 -0.1 0.0
S -0.1 0.3 -0.3
C 0.0 0.0 -0.1
C -0.1 0.0 0.0
C 0.0 0.0 0.0
C 0.0 -0.1 0.0
C -0.2 0.0 0.0
S 0.1 0.2 0.0
H 0.0 0.0 0.0
H 0.0 0.0 0.0
H 0.0 0.0 0.0
H 0.0 0.0 0.0
H 0.0 0.0 0.0
H 0.0 0.1 0.0
H 0.0 0.0 0.0
H 0.0 0.0 0.0
H 0.0 0.0 0.0
H 0.0 0.0 0.0
H 0.0 0.0 0.0
H 0.0 0.0 0.0
H 0.0 0.0 0.0
H 0.0 0.0 0.0
H 0.0 0.0 0.0
H 0.0 0.0 0.0
H 0.0 0.0 0.0
H 0.0 0.0 0.0
H 0.0 0.0 0.0
H 0.0 0.0 0.0
H 0.0 0.0 0.0
H 0.0 0.0 0.0
H 0.0 0.0 0.0
H 0.0 0.0 0.0
H 0.0 0.0 0.0
H 0.0 0.0 0.0
H 0.0 0.0 0.0
H 0.0 0.0 0.0
H 0.0 0.0 0.0
H 0.0 0.0 0.0
H 0.0 0.0 0.0
H 0.0 0.0 0.0
H 0.0 0.0 0.0
H 0.0 0.0 0.0
C 0.0 0.0 0.0
C -0.1 0.0 0.0
C 0.1 -0.1 0.0
C -0.1 -0.2 -0.2
N 0.2 0.5 0.7
C 0.0 -0.1 -0.2
C 0.0 -0.1 0.0
H 0.0 0.0 0.0
H 0.0 0.0 0.0
H 0.0 0.0 0.0
H 0.0 0.0 0.0
H 0.0 0.1 0.1
H 0.0 0.1 0.1
H 0.0 0.0 0.0
C -0.2 -0.1 0.2
Ge 0.0 0.0 0.1
C -0.1 0.1 -0.1
C 0.0 0.0 0.1
C 0.0 0.0 0.0
C 0.0 0.0 0.0
C 0.0 0.0 0.0
C 0.0 0.0 0.0
C 0.1 0.0 -0.1
C 0.0 0.0 -0.1
C 0.0 0.0 0.0
C 0.0 0.0 0.0
C 0.0 0.0 0.0
C 0.0 0.0 0.0
C 0.0 -0.1 0.1
C -0.1 0.0 -0.1
C 0.0 0.0 0.0
C 0.0 0.0 0.0
C 0.0 0.0 0.0
C 0.0 0.0 0.0
H 0.1 -0.1 -0.1
H 0.0 0.0 0.0
H 0.0 0.0 0.0
H 0.0 0.0 0.0
H 0.0 0.0 0.0
H 0.0 0.0 0.0
H 0.0 0.0 0.0
H 0.0 0.0 0.0
H 0.0 0.0 0.0
H 0.0 0.0 0.0
H 0.0 0.0 0.0
H 0.0 0.0 0.0
H 0.0 0.0 0.0
H 0.0 0.0 0.0
H 0.0 0.0 0.0
H 0.0 0.0 0.0

Löwdin population analysis, charges in e, atoms 1 to 4:
1. Ru 0.429
2. C -0.045
3. C -0.542
4. C -0.043

Energy above the lowest of the compared OMol25 structures with the same formula, charge and spin
In order: 0.0; 77.7; 0.0
Unit: kJ/mol